# 1
43
Properties=species:S:1:pos:R:3:forces:R:3 method="wB97M-V/def2-TZVPD" total_charge=-1 e_homo_ev=-4.10 lumo_ev=2.3
Al -0.0214 0.5322 -0.0444 0.1 0.2 -0.3
N -2.2191 2.6414 2.9990 0.1 0.0 0.0
C -1.5947 2.4707 1.8300 -0.1 0.0 0.0
N -1.2274 1.2128 1.7254 0.0 -0.1 0.2
C -1.6588 0.6472 2.8890 0.1 0.0 -0.1
N -2.2692 1.4873 3.6930 -0.1 0.0 0.0
C -1.4827 -0.7819 3.1903 0.0 0.1 -0.1
C -1.8831 -1.3429 4.3987 0.0 0.0 0.1
N -1.7482 -2.6401 4.6441 0.0 0.0 -0.1
C -1.2080 -3.3713 3.6681 -0.1 0.1 0.2
C -0.8038 -2.8081 2.4686 0.1 0.0 -0.1
N -0.9377 -1.5127 2.2297 -0.1 -0.1 0.1
H -2.6309 3.4762 3.3754 0.0 0.0 0.0
H -1.4365 3.2236 1.0754 0.0 0.0 0.0
H -2.3208 -0.7283 5.1760 0.0 0.0 0.0
H -1.0994 -4.4320 3.8591 0.0 0.0 0.0
H -0.3610 -3.4013 1.6766 0.0 0.0 0.0
S 1.6323 0.4196 1.5120 0.0 0.1 -0.1
C 3.0884 0.2421 0.5321 0.0 0.0 0.1
C 4.3074 0.0665 1.1916 0.0 0.0 -0.1
C 5.4945 -0.0695 0.4906 0.0 0.0 0.0
C 5.4699 -0.0335 -0.8995 0.0 0.0 0.1
C 4.2669 0.1366 -1.5620 0.0 0.0 0.0
C 3.0562 0.2793 -0.8736 0.0 0.0 0.0
S 1.5745 0.5161 -1.7844 0.0 -0.2 0.3
H 4.3072 0.0398 2.2750 0.0 0.0 0.0
H 6.4283 -0.2028 1.0235 0.0 0.0 0.0
H 6.3885 -0.1395 -1.4649 0.0 0.0 0.0
H 4.2425 0.1640 -2.6449 0.0 0.0 0.0
O -1.8057 3.2159 -2.3036 0.0 0.0 0.0
C -1.4431 2.1239 -1.8964 -0.1 0.1 0.1
O -0.9015 1.9761 -0.7217 0.1 -0.1 -0.1
C -1.6543 0.9039 -2.7682 0.0 -0.1 -0.2
C -1.8238 1.1850 -4.1279 0.0 0.1 0.1
C -2.0548 0.1960 -5.0598 0.0 0.0 0.0
C -2.1337 -1.1257 -4.6344 0.0 0.1 0.0
C -1.9693 -1.4261 -3.2977 0.0 0.0 0.0
C -1.7239 -0.4331 -2.3377 0.0 0.0 0.1
S -1.5727 -1.0085 -0.6618 0.0 0.0 -0.1
H -1.7707 2.2241 -4.4229 0.0 0.0 0.0
H -2.1711 0.4498 -6.1063 0.0 0.0 0.0
H -2.3144 -1.9190 -5.3505 0.0 0.0 0.0
H -2.0153 -2.4538 -2.9606 0.0 0.0 0.0

# 2
99
Properties=species:S:1:pos:R:3:forces:R:3 method="wB97M-V/def2-TZVPD" e_homo_ev="-7.70 / -7.69" lumo_ev="-1.2 / -0.8"
Tl -0.4780 -1.9107 1.0013 -0.1 0.0 -0.1
C 5.5032 -1.3085 -1.2032 0.1 -0.7 0.3
Si 3.7686 -0.7406 -1.4336 -1.3 -0.5 -0.5
C 3.6729 0.4535 -2.9008 0.3 0.2 0.6
C 2.7098 -2.2728 -1.8470 -0.4 0.7 0.9
Si 2.9723 0.0956 0.6255 0.8 -0.2 0.3
Si 3.2755 -1.4985 2.3970 0.5 0.5 0.5
C 5.0980 -1.3311 2.8904 -0.4 0.2 0.0
C 2.9773 -3.3047 2.0671 -0.5 0.2 1.2
C 2.2057 -1.0222 3.8409 -1.2 0.1 -0.3
Si 4.3056 1.9759 1.1646 -0.7 0.6 0.5
C 6.1059 1.6286 0.9430 0.1 -2.0 0.5
C 3.8250 3.3945 0.0262 -0.1 0.6 -0.1
C 3.9968 2.4790 2.9747 0.4 -0.8 -0.7
H 5.9697 -1.4055 -2.1774 0.1 -0.2 -0.2
H 5.4840 -2.2762 -0.6903 0.0 -0.1 -0.3
H 6.1412 -0.7051 -0.6006 0.4 0.7 0.4
H 3.6928 -0.1201 -3.8260 -0.2 0.0 -0.1
H 4.5342 1.1308 -2.9109 -0.1 0.0 0.0
H 2.7820 1.0801 -2.8317 -0.1 0.0 -0.2
H 3.0913 -2.8819 -2.6530 -0.1 0.1 -0.6
H 1.6506 -1.9559 -1.9778 0.6 -0.3 -0.3
H 2.7023 -2.9397 -0.9785 0.0 0.1 0.1
H 5.6115 -1.4845 1.9638 0.8 0.2 -0.7
H 5.4159 -2.1527 3.5063 -0.1 -0.5 0.5
H 5.4551 -0.4202 3.3839 -0.3 0.0 -0.3
H 3.6071 -3.7158 1.3221 0.7 -0.5 -0.8
H 1.9416 -3.4882 1.7953 -0.1 -0.2 -0.1
H 3.1589 -3.8267 3.0342 -0.1 0.2 -0.6
H 1.1388 -1.1531 3.5644 0.3 0.2 0.1
H 2.3194 0.0178 4.1362 0.0 0.1 0.0
H 2.3141 -1.6429 4.7222 0.4 -0.2 0.2
H 6.3897 0.7749 1.6213 -0.1 1.0 -0.4
H 6.6878 2.4980 1.1584 0.5 0.5 0.2
H 6.3446 1.2428 -0.0445 0.0 0.3 -0.3
H 4.1175 3.1641 -0.9987 -0.1 -0.1 -0.1
H 4.2738 4.3805 0.2589 0.1 -0.6 0.1
H 2.7531 3.5979 0.0355 -0.1 -0.2 0.0
H 4.2211 1.6276 3.6236 0.1 0.2 0.1
H 2.9719 2.7393 3.1368 -0.8 0.2 0.1
H 4.6008 3.3342 3.2401 0.3 0.2 0.2
F -4.2374 -3.8409 5.9044 0.5 0.2 -0.3
C -3.8624 -2.9758 4.9149 1.2 -1.5 1.6
C -4.8419 -2.3510 4.1324 -1.4 2.1 -2.4
F -4.9708 -2.2840 2.7675 -0.1 -0.7 1.1
C -4.0005 -1.4232 4.8636 -1.1 -0.1 0.2
F -4.3718 -0.6142 5.8542 -0.2 0.3 0.2
C -2.6885 -1.2778 4.1769 -0.3 0.6 -0.5
Se -2.4051 -0.3360 2.5709 0.2 0.6 -0.7
C -1.6724 -1.8495 4.9540 2.2 -1.9 1.3
F -1.1837 -1.8345 6.2186 -0.7 0.6 -0.9
C -2.4866 -2.8703 4.3695 -0.6 -1.8 -1.0
F -2.1839 -3.8590 3.3827 0.3 1.8 1.3
C -3.5158 2.2163 -0.3109 -0.6 1.0 -0.4
C -4.7927 1.5144 -0.7232 -0.8 -0.2 -0.1
C -4.9695 1.2105 -2.2142 -0.7 -0.7 0.2
C -3.9177 0.2866 -2.8063 -0.1 0.6 -0.7
N -2.6897 1.0236 -3.0551 1.0 0.8 -0.1
C -1.4680 0.5480 -2.7808 -0.1 -1.4 0.0
S -1.2653 -1.0012 -2.0674 0.3 0.2 0.1
N -0.3838 1.2199 -3.1916 -0.3 0.7 0.3
C -0.4690 2.5649 -3.7275 -0.3 0.6 -0.2
C -1.0046 3.6839 -2.7818 -0.6 -0.5 -1.8
C -1.6729 4.7967 -3.6389 0.0 0.2 0.9
C -2.9841 4.3542 -4.2800 0.6 -1.0 -0.3
H -3.5421 2.3414 0.7623 0.3 0.1 0.3
H -3.4019 3.2382 -0.7799 -0.3 -0.9 0.4
H -2.6569 1.6511 -0.5867 0.8 -0.5 0.0
H -5.6351 2.1268 -0.4104 -0.2 0.3 0.0
H -4.9589 0.5907 -0.1389 0.5 0.1 -0.3
H -4.9795 2.1146 -2.8103 0.0 0.5 -0.1
H -5.9781 0.7611 -2.3935 0.7 0.2 0.3
H -4.2668 -0.0724 -3.8016 0.2 -0.3 0.8
H -3.5847 -0.4988 -2.1309 -0.6 -0.3 -0.2
H -2.7449 1.9800 -3.3969 -0.2 -0.5 0.0
H 0.5134 0.8092 -2.9733 -0.3 0.0 0.1
H -1.1053 2.5609 -4.6258 0.3 -0.2 0.1
H 0.5166 2.8438 -4.0517 0.5 0.0 -0.3
H -0.1960 4.0635 -2.2151 0.7 0.4 0.8
H -1.7168 3.2122 -2.1333 -0.4 0.1 0.6
H -0.9409 5.1557 -4.3703 -0.2 -0.1 -0.2
H -1.9125 5.6813 -3.0236 0.3 -0.4 0.0
H -2.8592 3.3927 -4.8080 -0.2 0.2 0.2
H -3.3103 5.0128 -5.0434 -0.2 0.9 -0.7
H -3.8136 4.2734 -3.5907 0.0 -0.1 0.5
S -0.6937 -5.6717 0.6692 0.1 0.1 -0.3
C -2.0061 -4.9140 0.0022 0.8 -0.9 -1.1
N -2.9747 -4.3784 0.6887 -1.6 1.2 0.1
C -3.9354 -3.5287 0.0114 -0.6 -0.4 -0.2
C -4.0110 -3.9984 -1.4314 0.0 -1.6 0.3
S -2.3517 -4.7340 -1.7457 0.0 0.1 0.5
H -2.9203 -4.2731 1.6754 0.3 -0.2 0.8
H -3.6225 -2.5047 0.0176 0.4 0.8 0.2
H -4.8912 -3.5869 0.5356 0.0 0.0 -0.2
H -4.1866 -3.2048 -2.1234 0.0 0.6 -0.4
H -4.7889 -4.7801 -1.5674 0.5 0.4 0.0
S -0.2559 3.0027 0.6259 0.5 -0.9 0.2
C 0.6278 1.6639 0.6414 -1.2 2.1 -0.1
N 1.3126 0.7107 0.6305 0.6 -1.2 -0.1

# 3
99
Properties=species:S:1:pos:R:3:forces:R:3 method="wB97M-V/def2-TZVPD" total_charge=-1 e_homo_ev=-3.91 lumo_ev=2.0
C 1.5402 -0.1237 -2.0277 3.5 2.9 -1.9
O 0.9514 0.6385 -0.9497 -1.4 -1.4 1.3
O 2.5597 0.7028 -2.5575 -2.4 -3.2 1.7
C 1.9615 -1.6103 -1.6087 -1.0 3.0 0.4
F 0.8365 -2.2733 -1.2260 -0.1 -0.7 0.1
F 2.4712 -2.2364 -2.6406 0.4 -0.9 -0.8
F 2.8306 -1.7101 -0.5881 0.1 -0.1 0.1
C -0.3042 0.1663 -0.3864 -0.1 1.7 -0.3
C -1.0371 1.3737 0.2334 0.6 -0.3 0.4
H -0.5586 1.8711 1.0770 0.4 -0.1 0.0
H -1.1616 2.1095 -0.5612 -0.2 0.0 0.1
H -2.0043 1.0353 0.6049 -0.2 0.0 -0.1
H -0.2142 -0.7062 0.2608 0.2 0.2 0.2
H -1.0702 -0.0474 -1.1318 0.5 -0.8 -0.8
H 0.7784 -0.2479 -2.7973 -0.8 -0.6 -0.1
C -2.5017 -3.1267 -1.6336 -0.1 0.4 0.0
O -3.0389 -2.6631 -0.3965 0.4 -0.8 0.1
H -3.2682 -3.5805 -2.2618 -0.2 0.2 -0.2
H -1.9998 -2.2999 -2.1362 0.0 0.0 -0.3
H -1.7545 -3.9100 -1.5068 0.0 0.1 0.6
H -3.6067 -1.9053 -0.5543 0.0 0.2 -0.2
C 1.5262 -5.2824 -1.8009 -0.6 0.1 -0.3
O 1.6525 -6.6336 -1.4432 0.0 -1.0 0.2
H 1.6400 -5.1777 -2.8799 0.5 0.4 -0.1
H 0.4865 -4.9970 -1.6406 0.1 0.1 0.4
H 2.2002 -4.6698 -1.2021 -0.1 0.3 -0.3
H 2.3718 -7.0171 -1.9503 0.0 0.0 0.1
C -2.7268 4.2447 -2.6166 1.2 -0.5 -0.3
O -4.1013 3.9890 -2.5469 -0.9 0.2 0.6
H -2.4452 4.5899 -3.6114 0.1 0.3 0.1
H -2.3731 4.9261 -1.8428 -0.6 0.4 -0.1
H -2.1243 3.3596 -2.4125 -0.1 -0.4 -0.2
H -4.4110 3.4905 -3.3066 0.4 0.0 -0.1
C -3.9888 -1.0335 2.4860 0.2 0.4 0.5
O -5.0340 -0.2722 1.9766 -1.5 0.7 -0.2
H -4.0332 -0.7827 3.5459 0.6 -0.3 0.1
H -4.1018 -2.1090 2.3498 0.0 -0.1 -0.2
H -3.0502 -0.6905 2.0509 0.3 -0.2 0.2
H -5.0178 -0.1992 1.0195 0.3 -0.6 0.0
C -0.9793 -2.1455 3.2374 0.5 -1.0 -0.2
O -0.4603 -0.9193 3.6910 -0.7 0.2 -0.1
H -1.8785 -2.4568 3.7689 -0.1 0.4 0.0
H -1.1371 -2.1716 2.1592 -0.4 0.3 -0.1
H -0.2520 -2.9408 3.4009 0.1 -0.2 0.2
H 0.4856 -1.0294 3.8124 0.4 0.3 0.3
C 0.3716 -2.5743 -5.0407 1.6 0.5 0.8
O -0.2959 -3.1492 -6.0980 -1.1 -1.0 -1.1
H 0.0833 -1.5269 -4.9510 -0.2 -0.2 0.4
H 0.2761 -3.1861 -4.1436 -0.5 0.5 0.5
H 1.4438 -2.5941 -5.2357 0.3 0.3 0.0
H -0.1586 -4.0902 -5.9668 -0.3 -0.1 -0.5
C 2.3573 -1.4757 2.3370 0.0 0.5 -0.7
O 2.1895 -1.1099 3.6861 0.2 0.1 0.9
H 2.6813 -0.5933 1.7852 0.4 -0.2 -0.3
H 3.0989 -2.2745 2.3495 -0.3 -0.2 -0.9
H 1.3853 -1.7190 1.9081 0.2 -0.5 0.1
H 3.0986 -1.0008 3.9745 -0.2 0.3 0.7
C -1.5337 5.1202 1.7037 0.0 -1.1 -0.7
O -0.9452 6.1627 0.9434 -0.4 0.4 0.6
H -2.4796 4.8460 1.2365 0.0 0.2 -0.1
H -0.8940 4.2416 1.6213 0.0 -0.2 0.2
H -1.7569 5.2734 2.7595 0.2 0.7 0.1
H -0.2368 6.5366 1.4725 0.2 0.0 -0.1
C -2.1326 2.1623 4.2497 -0.3 -0.5 -0.3
O -2.2811 0.8480 4.7572 -0.5 0.8 0.5
H -1.1165 2.5449 4.3469 0.1 0.1 0.2
H -2.3868 2.2161 3.1912 0.0 -0.1 -0.3
H -2.8558 2.8081 4.7476 0.2 0.0 0.3
H -1.6518 0.2569 4.3373 0.5 -0.2 -0.3
C 5.4477 -4.0196 -2.4690 0.4 0.7 0.0
O 6.1563 -4.0546 -3.6861 0.3 -0.3 -0.8
H 4.7993 -3.1435 -2.4649 -0.3 -0.2 0.3
H 4.8950 -4.9479 -2.3249 -0.1 0.0 0.4
H 6.2265 -3.8583 -1.7236 -0.3 -0.3 0.3
H 5.5085 -4.0451 -4.3945 0.1 0.1 -0.1
C 4.3231 1.3914 0.4585 0.5 0.0 0.8
O 4.9521 2.0470 -0.5915 0.6 0.7 -0.9
H 5.0229 1.3706 1.2939 0.0 -0.2 0.5
H 3.4869 2.0001 0.8024 -0.4 -0.4 -0.3
H 4.0842 0.3619 0.1915 -0.5 0.1 0.0
H 5.9007 1.9413 -0.4884 -0.1 0.0 -0.1
C -4.9883 1.0841 -0.7866 -0.4 0.5 -0.7
O -4.9202 -0.3437 -0.7739 0.4 -0.1 0.1
H -4.2105 1.5028 -0.1479 0.0 -0.3 -0.1
H -4.8744 1.4670 -1.8008 0.2 0.0 0.0
H -5.9506 1.4532 -0.4318 -0.1 -0.1 0.2
H -5.7320 -0.7516 -1.0842 -0.1 0.3 -0.1
C 2.0933 2.0383 3.3794 -0.1 0.1 -0.6
O 2.2813 3.4434 3.5947 0.1 -0.4 0.1
H 1.6270 1.8808 2.4069 -0.6 0.1 0.1
H 3.0243 1.4929 3.2251 0.4 0.3 0.6
H 1.5178 1.5834 4.1857 0.0 -0.1 -0.2
H 1.7594 3.6778 4.3656 0.1 0.1 -0.1
C 1.2006 4.1846 -0.5457 -0.9 -0.7 -0.2
O 1.9441 3.3249 -1.3531 1.0 1.3 -0.1
H 1.3164 3.9849 0.5195 0.0 -0.1 0.4
H 1.3975 5.2474 -0.6864 0.4 -0.1 -0.4
H 0.1591 4.0164 -0.8198 -0.6 0.4 0.4
H 1.6335 2.4197 -1.2777 0.0 -0.6 -0.1

# 4
20
Properties=species:S:1:pos:R:3:forces:R:3 method="wB97M-V/def2-TZVPD" multiplicity=2 s2=0.754 e_homo_ev="-3.65 / -7.73" lumo_ev="0.1 / 0.0"
O -0.9671 -1.4244 -2.0345 1.7 -0.4 -1.2
C -1.4759 -1.2831 -0.9066 -2.1 1.3 0.4
C -0.8282 -0.6451 0.2362 -0.2 -2.4 1.1
N 0.4527 0.0317 -0.1136 0.7 -0.4 -0.1
C 0.8226 0.8342 1.0764 -0.8 -0.3 0.8
C -0.5494 1.2994 1.6241 0.5 1.1 -0.8
C -1.5966 0.2621 1.1968 -0.5 -0.2 0.5
H -2.5557 -1.5000 -0.7956 0.2 0.0 0.4
H -0.4613 -1.4987 0.9874 0.3 0.9 -0.7
H 1.2151 -0.6249 -0.3454 -0.5 0.0 0.1
H 0.3696 0.5792 -0.9689 -0.4 0.2 -0.1
H 1.2380 0.1560 1.8295 0.3 0.0 -0.5
H 1.5168 1.6092 0.7709 0.0 0.1 0.2
H -0.7590 2.2262 1.0591 -0.2 -0.2 0.5
H -0.4815 1.5583 2.6786 -0.1 -0.1 0.0
H -2.4843 0.7627 0.8144 0.2 0.1 -0.8
H -2.0633 -0.3635 1.9748 0.8 0.2 0.2
H 3.7538 0.5226 -0.3852 -0.1 0.0 -0.1
H 3.4410 0.4524 -1.8889 -0.3 0.0 0.5
O 3.0240 0.5679 -1.0165 0.4 -0.1 -0.4